Entry 1:
A structure of composition C28H33AsF7N5SiTi, computed with the ωB97M-V functional and the def2-TZVPD basis.

Calculated values
* E: -5434.12026 Ha
* highest occupied orbital energy: -14.519 eV
* gap between HOMO and LUMO: 0.2796 Eh

The geometry in ORCA input format:
```
! RIJCOSX wB97M-V def2-TZVPD def2/J DEFGRID3
* xyz 2 1
Ti 0.3117 0.0438 0.3457
C 0.6138 2.5617 1.7218
C 0.5085 2.0512 3.1491
C 0.3679 0.5750 3.4169
C 0.4602 0.1553 4.7391
C 0.3004 -1.1757 5.0597
C 0.0187 -2.0798 4.0423
C -0.0800 -1.6039 2.7608
N 0.1006 -0.3057 2.4391
N -0.4107 2.0684 0.7339
C -0.3972 3.1000 -0.3476
C -1.3472 2.7963 -1.4674
C -1.8822 3.8001 -2.2588
C -2.7988 3.4469 -3.2360
C -3.1609 2.1140 -3.3668
C -2.5609 1.1839 -2.5382
N -1.6542 1.5158 -1.6170
C -1.7887 1.9719 1.3081
C -2.4851 0.6610 1.0287
C -3.8424 0.5322 1.2513
C -4.4584 -0.6819 0.9916
C -3.6949 -1.7316 0.5020
C -2.3449 -1.5312 0.3081
N -1.7438 -0.3631 0.5822
H 1.5981 2.3219 1.3177
H 0.5582 3.6516 1.7721
H -0.3034 2.5573 3.6772
H 1.4187 2.3881 3.6473
H 0.6719 0.8883 5.5059
H 0.3917 -1.5083 6.0848
H -0.1184 -3.1327 4.2410
H -0.2990 -2.2784 1.9428
H 0.6253 3.2209 -0.7067
H -0.6832 4.0536 0.1062
H -1.6032 4.8345 -2.1050
H -3.2384 4.2022 -3.8734
H -3.8925 1.7996 -4.0974
H -2.8010 0.1302 -2.6150
H -2.4044 2.7867 0.9245
H -1.7477 2.1022 2.3876
H -4.4110 1.3782 1.6145
H -5.5199 -0.8033 1.1605
H -4.1368 -2.6899 0.2707
H -1.7072 -2.3133 -0.0827
C 1.9282 -3.3560 0.7353
Si 1.7815 -2.6190 -0.9682
C 3.3034 -1.7707 -1.6262
C 1.2906 -3.9682 -2.1548
N 0.4898 -1.3062 -0.9139
C 0.3408 -0.7867 -2.2328
C -0.2788 -1.4277 -3.2999
C -0.2806 -0.8418 -4.5587
C 0.3280 0.3872 -4.7751
C 0.9386 1.0608 -3.7211
C 0.9184 0.4441 -2.5031
F 1.4226 1.0823 -1.3666
H 2.8074 -4.0053 0.7246
H 1.0701 -3.9842 0.9851
H 2.0937 -2.6284 1.5280
H 4.1766 -2.3936 -1.4229
H 3.4877 -0.7970 -1.1746
H 3.2335 -1.6434 -2.7084
H 2.0592 -4.7424 -2.0777
H 1.2733 -3.6346 -3.1913
H 0.3350 -4.4394 -1.9164
H -0.7424 -2.3924 -3.1419
H -0.7571 -1.3576 -5.3812
H 0.3321 0.8291 -5.7616
H 1.4187 2.0212 -3.8539
F 2.0904 0.0466 0.8932
As 4.0190 -0.0816 2.1271
F 3.3709 1.4044 2.7025
F 4.5461 0.7364 0.7399
F 5.3896 -0.0893 3.0790
F 4.2544 -1.5614 1.3338
F 2.9298 -0.8790 3.1806
*
```

=====

Entry 2:
A structure of composition C28H33BrCeFN4O2S4Sb in a non-equilibrium geometry, computed with the ωB97M-V functional and the def2-TZVPD basis.

Calculated values
* E: -6438.35284 Ha
* highest occupied orbital energy (spin up / spin down): -7.665 / -7.696 eV
* gap between HOMO and LUMO (spin up / spin down): 0.2064 / 0.2202 Eh

The geometry in ORCA input format:
```
! RIJCOSX wB97M-V def2-TZVPD def2/J DEFGRID3
* xyz 0 1
Ce 0.5663 -0.4080 1.2388
O -3.1473 0.0961 6.7695
C -2.7513 0.0181 5.4842
C -2.8473 -1.1423 4.7233
C -2.3960 -1.1097 3.4230
N -1.8646 -0.0280 2.8413
C -1.8096 1.0597 3.5937
Br -1.0160 2.5801 2.7893
C -2.2329 1.1658 4.8992
H -3.4005 -0.7747 7.0947
H -3.2458 -2.0588 5.1395
H -2.4293 -2.0030 2.8157
H -2.1400 2.0834 5.4588
C 3.0673 3.7974 0.0812
C 3.6389 2.5199 0.6987
C 2.7953 2.0649 1.8866
C 3.9275 1.4145 -0.3107
C 5.2664 1.1593 -0.5893
C 5.6442 0.1679 -1.4769
C 4.6663 -0.5870 -2.0951
C 3.3103 -0.3724 -1.8557
C 2.3537 -1.2687 -2.6394
C 1.1571 -1.8257 -1.8725
C 1.8835 -0.6166 -3.9429
C 2.9390 0.6433 -0.9541
N 1.5644 0.8629 -0.6389
C 0.8872 1.7428 -1.4410
C 1.4111 2.4554 -2.5371
C 0.6289 3.3316 -3.2731
C -0.7067 3.5546 -2.9587
C -1.2554 2.8815 -1.8716
C -0.4518 2.0198 -1.1700
F -0.9804 1.3662 -0.0722
H 3.1020 4.6083 0.8129
H 2.0292 3.6678 -0.2243
H 3.6385 4.1071 -0.7953
H 4.6190 2.7825 1.1085
H 1.7519 1.9673 1.5759
H 2.8111 2.8032 2.6919
H 3.1540 1.1191 2.2906
H 6.0261 1.7461 -0.0852
H 6.6913 -0.0249 -1.6719
H 4.9540 -1.3776 -2.7797
H 2.9636 -2.1309 -2.9250
H 0.3971 -1.0586 -1.7354
H 1.4637 -2.2370 -0.9059
H 0.6936 -2.6416 -2.4342
H 1.1934 0.2046 -3.7488
H 1.3667 -1.3530 -4.5637
H 2.7260 -0.2223 -4.5137
H 2.4515 2.3052 -2.7965
H 1.0763 3.8549 -4.1090
H -1.3085 4.2419 -3.5365
H -2.2823 3.0230 -1.5610
S 3.0845 -1.6733 1.3501
Sb 1.8509 -2.3947 3.1995
S -0.0482 -3.1140 2.0192
S 1.1289 -0.2661 3.9377
S 2.6929 -3.7411 4.8115
N -1.4723 -1.2697 -0.0246
C -2.3851 -1.8552 -0.4221
N -3.4118 -2.5283 -0.8730
C -4.0062 -2.2441 -2.1835
C -5.4295 -1.7596 -1.9747
O -6.1668 -2.6920 -1.2043
C -5.6141 -2.8509 0.0894
C -4.2009 -3.3982 0.0051
H -4.0047 -3.1683 -2.7659
H -3.4007 -1.4998 -2.6977
H -5.9429 -1.6608 -2.9298
H -5.4201 -0.7835 -1.4727
H -6.2590 -3.5455 0.6256
H -5.6099 -1.8881 0.6172
H -4.2079 -4.4026 -0.4240
H -3.7277 -3.4393 0.9850
*
```

=====

Entry 3:
A structure of composition C28H33BrCoFN2O2, computed with the ωB97M-V functional and the def2-TZVPD basis.

Calculated values
* ⟨S²⟩: 6.02
* E: -5403.38900 Ha
* highest occupied orbital energy (spin up / spin down): -7.838 / -7.876 eV
* gap between HOMO and LUMO (spin up / spin down): 0.2805 / 0.2468 Eh

The geometry in ORCA input format:
```
! RIJCOSX wB97M-V def2-TZVPD def2/J DEFGRID3
* xyz 0 5
Co 0.2698 0.5843 0.7710
C 0.0413 -3.1128 1.5583
C 0.7186 -3.2847 0.1959
C 2.2328 -3.0716 0.3665
C 0.2332 -2.4886 -1.0302
C 0.6825 -3.0154 -2.2473
C 0.3538 -2.4588 -3.4639
C -0.4720 -1.3476 -3.4953
C -0.9515 -0.7812 -2.3235
C -1.8944 0.4040 -2.4431
C -3.3097 -0.0706 -2.8109
C -1.4067 1.4232 -3.4813
C -0.5763 -1.3385 -1.0746
N -0.9907 -0.6662 0.1333
C -2.2665 -0.9310 0.6322
C -3.0628 -2.0011 0.2085
C -4.3288 -2.2137 0.7357
C -4.8442 -1.3664 1.7044
C -4.0817 -0.2908 2.1403
C -2.8333 -0.1028 1.6016
F -2.1003 0.9594 2.0208
H 0.4569 -3.8588 2.2419
H -1.0338 -3.2763 1.5143
H 0.2295 -2.1386 2.0005
H 0.5679 -4.3291 -0.0909
H 2.4392 -2.0196 0.5957
H 2.7921 -3.3383 -0.5341
H 2.6098 -3.6756 1.1970
H 1.2966 -3.9132 -2.2241
H 0.7311 -2.8915 -4.3846
H -0.7444 -0.9103 -4.4512
H -1.9517 0.9060 -1.4814
H -3.2928 -0.5920 -3.7746
H -3.9928 0.7823 -2.8959
H -3.7089 -0.7544 -2.0597
H -1.5177 1.0411 -4.5011
H -0.3542 1.6840 -3.3294
H -2.0019 2.3391 -3.4107
H -2.6637 -2.6655 -0.5518
H -4.9169 -3.0527 0.3867
H -5.8301 -1.5328 2.1207
H -4.4476 0.3967 2.8950
Br -0.7676 3.7617 -0.5127
C 0.1223 3.6810 1.1476
C 0.5718 4.8390 1.7499
C 1.1689 4.7276 2.9977
C 1.2794 3.4831 3.5886
C 0.8291 2.3807 2.8928
N 0.2693 2.4772 1.6788
C 0.9824 0.9681 3.4510
O 1.2556 0.8595 4.6281
O 0.8092 0.0305 2.5772
H 0.4491 5.7899 1.2566
H 1.5424 5.6149 3.4990
H 1.7066 3.3264 4.5697
C 4.1715 1.2535 -1.1986
C 3.1520 1.5405 -0.0869
C 3.6526 0.9595 1.2444
C 1.7938 1.0108 -0.5411
H 5.1305 1.7324 -0.9783
H 3.8183 1.6173 -2.1679
H 4.3378 0.1725 -1.2816
H 3.0781 2.6266 0.0195
H 3.2638 1.5134 2.1011
H 4.7439 0.9984 1.2973
H 3.3455 -0.0812 1.3705
H 1.8808 0.0103 -0.9894
H 1.3328 1.6767 -1.2741
*
```